(1)
Molecular formula: C18H22BF13O13S
Method: DFT, ωB97M-V with the def2-TZVPD basis set

```
! wB97M-V def2-TZVPD RIJCOSX def2/J DEFGRID3
* xyz 0 1
O 6.212 -0.376 -3.231
B 4.896 -0.264 -2.851
C 4.092 1.074 -2.982
C 2.941 0.833 -3.983
C 1.997 2.049 -4.061
C 0.526 1.631 -4.293
C -0.285 2.012 -3.086
F -0.176 3.376 -2.918
F 0.210 1.460 -1.939
C -1.822 1.808 -3.137
F -2.363 2.221 -1.963
F -2.316 2.599 -4.129
S -2.432 0.052 -3.481
F -2.829 -0.155 -1.943
F -3.881 0.641 -3.753
F -2.043 0.214 -4.998
F -1.021 -0.580 -3.152
F -2.982 -1.389 -3.793
H 6.736 -0.723 -2.508
H 4.302 -1.231 -2.441
H 4.716 1.897 -3.302
H 3.643 1.288 -2.014
H 2.402 -0.055 -3.665
H 3.379 0.701 -4.970
H 2.102 2.586 -3.126
H 2.320 2.712 -4.853
H 0.520 0.562 -4.452
H 0.125 2.108 -5.179
O 1.485 1.225 3.285
C 0.517 1.483 2.658
O 0.521 1.841 1.352
C -0.836 1.947 0.910
C -1.569 2.175 2.212
F -2.811 1.627 2.201
O -0.756 1.485 3.145
H -1.142 1.012 0.439
H -0.944 2.760 0.199
H -1.647 3.221 2.512
O -4.157 -2.963 3.189
C -4.497 -2.301 2.268
O -3.675 -1.520 1.536
C -4.421 -1.001 0.427
C -5.840 -1.097 0.936
F -6.726 -1.352 -0.055
O -5.773 -2.218 1.804
H -4.265 -1.635 -0.445
H -4.114 0.014 0.196
H -6.181 -0.228 1.501
O -0.476 -5.963 7.350
C -1.219 -5.868 6.437
O -1.760 -4.711 5.991
C -2.490 -4.987 4.785
C -2.774 -6.462 4.932
F -2.795 -7.107 3.737
O -1.666 -6.919 5.687
H -1.855 -4.787 3.922
H -3.380 -4.380 4.723
H -3.694 -6.695 5.472
O 5.991 2.655 -1.211
C 5.542 2.628 -0.117
O 4.220 2.630 0.181
C 4.075 2.427 1.596
C 5.418 2.892 2.110
F 5.817 2.203 3.205
O 6.282 2.589 1.027
H 3.911 1.369 1.801
H 3.238 2.999 1.984
H 5.478 3.960 2.325
*
```

Output
Kohn-Sham gap: 10.0 eV

***

(2)
Molecular formula: C18H22ClN3O5S
Method: DFT, ωB97M-V with the def2-TZVPD basis set

```
! wB97M-V def2-TZVPD RIJCOSX def2/J DEFGRID3
* xyz 0 1
C -2.962 -3.945 1.137
C -2.893 -2.563 0.575
C -3.818 -2.100 -0.344
C -3.726 -0.811 -0.860
Cl -4.844 -0.201 -2.004
C -2.698 0.014 -0.451
S -2.614 1.660 -1.162
O -3.738 2.431 -0.742
O -2.275 1.579 -2.544
N -1.241 2.336 -0.428
C -1.197 2.629 0.905
C -2.244 3.197 1.685
C -1.689 3.298 2.921
O -0.435 2.837 2.909
N -0.133 2.410 1.651
C -1.763 -0.431 0.463
C -1.847 -1.713 0.988
O -0.985 -2.208 1.905
C 0.149 -1.437 2.250
C 1.079 -1.230 1.034
O 1.394 -2.169 0.336
N 1.472 0.041 0.841
C 2.328 0.468 -0.263
C 1.728 0.102 -1.624
C 2.620 0.631 -2.743
C 4.024 0.045 -2.623
C 4.625 0.378 -1.261
C 3.728 -0.139 -0.140
H -3.120 -3.901 2.214
H -2.013 -4.451 0.972
H -3.765 -4.514 0.680
H -4.620 -2.741 -0.673
H -0.368 2.031 -0.834
H -3.217 3.462 1.337
H -2.057 3.667 3.857
H -0.966 0.225 0.755
H 0.679 -2.048 2.985
H -0.141 -0.486 2.713
H 1.129 0.783 1.440
H 2.401 1.558 -0.181
H 0.718 0.512 -1.722
H 1.654 -0.983 -1.693
H 2.673 1.721 -2.686
H 2.186 0.368 -3.709
H 3.972 -1.039 -2.739
H 4.661 0.440 -3.417
H 4.736 1.461 -1.167
H 5.616 -0.069 -1.172
H 4.152 0.117 0.833
H 3.643 -1.224 -0.202
*
```

Output
energy above the lowest of the compared OMol25 structures with the same formula, charge and spin: 0.0 kJ/mol
Kohn-Sham gap: 9.4 eV

***

(3)
Molecular formula: C18H22ClN5O4S
Method: DFT, ωB97M-V with the def2-TZVPD basis set

```
! wB97M-V def2-TZVPD RIJCOSX def2/J DEFGRID3
* xyz 0 1
C 2.392 -1.679 -2.030
C 2.406 -0.161 -2.028
C 2.128 0.435 -0.642
N 1.538 1.752 -0.933
C 0.769 2.505 -0.111
O 0.165 3.497 -0.491
C 0.621 2.063 1.327
C -0.646 2.301 1.919
C -0.845 1.894 3.196
Cl -2.392 2.103 3.944
C 0.212 1.287 3.923
C 0.145 0.828 5.255
C 1.258 0.273 5.816
N 2.445 0.129 5.172
C 2.516 0.548 3.939
C 1.433 1.139 3.240
N 1.626 1.513 1.948
C 1.477 1.979 -2.381
C 1.370 0.554 -2.911
N 0.016 0.096 -2.643
C -0.528 -1.038 -3.133
O -0.078 -1.697 -4.050
C -1.809 -1.425 -2.374
C -2.576 -2.567 -3.004
N -1.432 -1.678 -0.978
S -2.124 -0.868 0.249
C -3.821 -1.355 0.332
O -1.474 -1.310 1.446
O -2.105 0.517 -0.143
H 1.436 -2.057 -1.662
H 2.552 -2.081 -3.029
H 3.172 -2.063 -1.370
H 3.386 0.187 -2.369
H 3.025 0.524 -0.034
H 1.417 -0.188 -0.091
H -1.421 2.772 1.334
H -0.773 0.918 5.818
H 1.236 -0.088 6.837
H 3.459 0.439 3.412
H 2.384 2.468 -2.742
H 0.620 2.605 -2.618
H 1.580 0.461 -3.975
H -0.439 0.499 -1.833
H -2.433 -0.528 -2.355
H -2.834 -2.323 -4.033
H -1.968 -3.472 -3.031
H -3.491 -2.768 -2.446
H -1.146 -2.618 -0.740
H -4.280 -0.775 1.130
H -4.303 -1.128 -0.617
H -3.871 -2.418 0.558
*
```

Output
energy above the lowest of the compared OMol25 structures with the same formula, charge and spin: 10.5 kJ/mol
Kohn-Sham gap: 9.0 eV

***

(4)
Molecular formula: C18H22F6IrN3O10S2
Method: DFT, ωB97M-V with the def2-TZVPD basis set

```
! wB97M-V def2-TZVPD RIJCOSX def2/J DEFGRID3
* xyz 0 1
Ir -0.049 0.257 -0.774
C -2.504 -4.208 3.588
O -2.668 -2.985 4.292
C -2.368 -1.842 3.638
C -2.631 -0.657 4.349
C -2.346 0.531 3.747
C -1.805 0.631 2.442
C -1.528 1.941 1.885
C -1.660 3.202 2.708
O -1.197 2.056 0.709
C -1.543 -0.574 1.736
O -1.034 -0.770 0.529
C -1.835 -1.799 2.371
H -2.855 -4.988 4.257
H -1.455 -4.383 3.342
H -3.098 -4.215 2.672
H -3.044 -0.717 5.346
H -2.570 1.440 4.287
H -1.483 3.064 3.771
H -2.666 3.609 2.572
H -0.950 3.926 2.314
H -1.617 -2.691 1.802
C -2.279 1.648 -4.026
C -1.743 0.851 -2.895
N -1.201 1.365 -1.839
O -1.086 2.740 -1.806
C -1.747 -0.577 -2.859
C -2.421 -1.475 -3.833
N -1.019 -1.044 -1.861
O -0.842 -2.241 -1.631
H -2.126 2.709 -3.868
H -3.344 1.451 -4.163
H -1.757 1.339 -4.935
H -0.890 2.912 -0.865
H -3.465 -1.193 -3.983
H -2.381 -2.497 -3.469
H -1.915 -1.436 -4.803
F 5.292 0.744 -1.006
C 4.360 1.680 -0.909
F 4.761 2.779 -1.526
F 4.151 1.949 0.385
S 2.783 1.060 -1.595
O 2.611 -0.225 -0.932
O 1.750 2.045 -1.271
N 3.184 0.978 -3.114
S 2.166 0.180 -4.035
O 2.035 0.735 -5.342
O 0.940 -0.107 -3.304
C 2.960 -1.463 -4.270
F 4.253 -1.313 -4.545
F 2.831 -2.204 -3.178
F 2.364 -2.078 -5.288
C 2.575 1.045 3.249
C 2.035 0.179 2.144
C 2.607 -1.195 1.968
O 1.127 0.595 1.448
H 3.192 0.487 3.951
H 1.746 1.523 3.771
H 3.179 1.834 2.794
H 3.694 -1.174 2.059
H 2.315 -1.621 1.014
H 2.218 -1.816 2.782
*
```

Output
energy above the lowest of the compared OMol25 structures with the same formula, charge and spin: 368.3 kJ/mol
Kohn-Sham gap: 7.6 eV

***

(5)
Molecular formula: C18H22FN3O5
Method: DFT, ωB97M-V with the def2-TZVPD basis set

```
! wB97M-V def2-TZVPD RIJCOSX def2/J DEFGRID3
* xyz 0 1
C -6.842 -1.952 0.251
C -6.326 -1.378 -1.063
C -5.105 -0.475 -0.884
C -3.868 -1.236 -0.409
C -2.586 -0.410 -0.502
C -2.592 0.777 0.460
N -1.330 1.510 0.393
C -1.257 2.542 -0.547
O -2.197 2.831 -1.247
C 0.050 3.188 -0.556
F 0.243 4.200 -1.418
C 1.046 2.798 0.258
N 0.870 1.782 1.144
C 1.983 1.343 1.977
C 2.926 0.472 1.190
C 2.533 -0.812 0.802
C 3.382 -1.615 0.085
C 4.662 -1.184 -0.308
O 5.404 -2.134 -0.891
C 6.805 -2.027 -1.038
C 5.018 0.134 0.018
N 6.194 0.808 -0.462
O 6.755 1.569 0.298
O 6.514 0.624 -1.620
C 4.161 0.928 0.787
C -0.321 1.076 1.219
O -0.453 0.145 1.982
H -7.752 -2.523 0.082
H -6.107 -2.613 0.704
H -7.065 -1.152 0.953
H -6.075 -2.196 -1.743
H -7.123 -0.795 -1.530
H -5.353 0.313 -0.172
H -4.877 0.000 -1.841
H -4.002 -1.563 0.624
H -3.745 -2.128 -1.028
H -2.461 -0.038 -1.521
H -1.731 -1.046 -0.261
H -2.720 0.430 1.487
H -3.380 1.481 0.193
H 2.014 3.277 0.241
H 2.498 2.222 2.368
H 1.548 0.772 2.801
H 1.561 -1.177 1.098
H 3.102 -2.621 -0.185
H 7.152 -3.043 -1.221
H 7.077 -1.388 -1.883
H 7.272 -1.640 -0.127
H 4.501 1.921 1.042
*
```

Output
energy above the lowest of the compared OMol25 structures with the same formula, charge and spin: 9.9 kJ/mol
Kohn-Sham gap: 8.6 eV

***

Number 1: F_max 1.2 eV Å⁻¹, HOMO level -10.04 eV. Number 2: F_max 1.7 eV Å⁻¹, HOMO level -8.81 eV. Number 3: F_max 0.4 eV Å⁻¹, HOMO level -9.14 eV. Number 4: F_max 1.4 eV Å⁻¹, HOMO level -8.03 eV. Number 5: F_max 1.0 eV Å⁻¹, HOMO level -9.14 eV.